21
Properties=species:S:1:pos:R:3:nbo_charge:R:1 method="wB97M-V/def2-TZVPD" de_lowest_kcal_mol=84.9 smiles=O.O.O.O.O.O.O homo_lumo_gap_ha=0.3247
O -2.288 0.633 0.436 -0.958
H -2.544 0.025 -0.220 0.482
H -3.182 0.705 0.917 0.499
O 2.344 1.377 2.232 -1.007
H 1.626 0.783 1.625 0.496
H 1.800 1.568 3.074 0.445
O -1.083 -2.504 0.821 -0.996
H -0.553 -2.167 0.018 0.488
H -1.588 -1.738 1.448 0.479
O 3.250 -0.289 -1.457 -0.947
H 2.584 -0.321 -2.183 0.466
H 3.076 -0.931 -0.734 0.483
O -1.444 2.970 -0.662 -0.962
H -1.858 2.944 -1.540 0.464
H -1.595 2.181 -0.169 0.482
O 0.287 -1.843 -1.380 -0.966
H 0.729 -2.439 -2.091 0.511
H -0.098 -1.180 -2.033 0.492
O 0.550 0.312 0.718 -0.942
H 0.378 -0.566 0.183 0.492
H -0.383 0.484 0.993 0.497

=====

30
Properties=species:S:1:pos:R:3:nbo_charge:R:1 method="wB97M-V/def2-TZVPD" de_lowest_kcal_mol=74.6 smiles=O.O.O.O.O.O.O.O.O.O homo_lumo_gap_ha=0.3527
O -2.715 -2.228 1.446 -0.955
H -2.293 -1.418 1.757 0.481
H -2.095 -2.922 1.832 0.473
O -0.422 3.378 -1.526 -0.960
H 0.435 2.974 -1.753 0.468
H -0.795 2.742 -0.958 0.469
O 0.911 -1.789 0.278 -0.957
H 0.813 -1.443 -0.603 0.488
H 1.335 -2.646 0.159 0.482
O -0.830 0.479 -3.521 -0.905
H -0.214 0.055 -2.980 0.446
H -0.420 0.440 -4.351 0.460
O 2.325 0.889 0.411 -0.957
H 2.523 1.117 1.295 0.498
H 3.027 0.229 0.274 0.484
O 1.629 -1.023 2.787 -0.961
H 1.267 -1.641 3.470 0.460
H 1.239 -1.328 2.000 0.488
O -2.388 -1.625 -1.299 -0.996
H -1.841 -0.845 -1.402 0.484
H -2.670 -1.796 -0.383 0.494
O -0.650 0.640 -0.251 -0.974
H 0.306 0.620 -0.351 0.468
H -0.658 0.349 0.676 0.494
O -1.234 0.041 2.478 -0.970
H -0.980 -0.217 3.355 0.500
H -2.086 0.491 2.448 0.497
O 2.275 2.558 -1.718 -0.936
H 1.996 2.032 -2.511 0.456
H 2.216 1.889 -1.052 0.481

=====

27
Properties=species:S:1:pos:R:3:nbo_charge:R:1 method="wB97M-V/def2-TZVPD" de_lowest_kcal_mol=0.0 charge=+3 homo_lumo_gap_ha="0.1820 / 0.1820"
O -1.873 4.519 -1.781 -0.316
C -1.864 3.400 -1.395 0.506
Zr -1.638 0.343 -0.652 1.339
O -2.279 0.947 2.703 -0.217
C -2.068 0.857 1.585 0.486
C -2.075 -1.651 0.084 0.446
O -2.340 -2.721 0.513 -0.198
C -2.269 -1.280 -2.126 0.495
O -2.665 -1.986 -2.909 -0.187
C -3.881 0.628 -0.493 0.475
O -5.033 0.476 -0.450 -0.182
H -1.608 0.821 -2.246 -0.160
C 3.143 -2.446 0.371 -0.709
C 2.320 -1.261 0.397 0.343
C 2.580 0.043 0.787 -0.268
C 1.442 0.776 0.534 0.246
N 0.526 -0.086 0.013 -0.469
N 1.050 -1.320 -0.044 -0.343
C 1.090 2.197 0.755 -0.681
H 4.032 -2.335 -0.285 0.307
H 3.540 -2.671 1.378 0.303
H 2.641 -3.359 0.031 0.257
H 3.508 0.414 1.166 0.296
H 0.566 -2.103 -0.413 0.424
H 0.933 2.411 1.824 0.286
H 1.989 2.790 0.495 0.313
H 0.233 2.596 0.156 0.207

=====

18
Properties=species:S:1:pos:R:3:nbo_charge:R:1 method="wB97M-V/def2-TZVPD" de_lowest_kcal_mol=44.1 homo_lumo_gap_ha="0.2580 / 0.2530"
C 0.988 -1.373 2.116 -0.425
C -2.055 -1.125 -1.339 -0.261
C 1.439 2.826 -1.287 -0.762
N -0.033 -1.435 1.095 -0.948
O -0.910 0.972 1.694 -1.035
O -2.038 -0.336 -0.167 -0.793
P -0.698 0.026 0.610 2.185
S 1.137 1.108 -1.719 -0.258
H 0.962 -2.298 2.697 0.207
H 1.992 -1.237 1.709 0.197
H 0.753 -0.536 2.771 0.233
H -2.810 -0.706 -2.008 0.208
H -2.325 -2.154 -1.085 0.186
H -1.084 -1.104 -1.841 0.197
H 2.514 2.995 -1.326 0.215
H 1.071 3.008 -0.281 0.236
H 0.925 3.466 -1.999 0.211
H 0.172 -2.097 0.360 0.406